This record from the Open Molecules 2025 dataset describes a molecular structure, C25H31B2F5IrN7S. The level of theory is ωB97M-V/def2-TZVPD.

XYZ file:
```
72
Properties=species:S:1:pos:R:3:forces:R:3:lowdin_charge:R:1
Ir -0.119 0.211 0.294 0.0783 1.8206 0.2215 1.28
C 3.115 0.284 3.744 -0.0651 0.0880 0.0032 -0.05
C 1.590 0.462 3.730 0.1285 -0.1116 -0.2673 -0.36
C 0.886 -0.840 3.363 0.0244 0.1691 0.1315 -0.09
C 1.192 1.643 2.876 0.1190 -0.3309 0.1755 -0.25
C 1.532 2.970 3.148 -0.0792 -0.0937 -0.0604 0.02
C 0.869 3.728 2.205 0.0464 -0.0664 0.0934 -0.02
N 0.181 2.909 1.411 0.3152 0.4378 0.4026 -0.02
N 0.369 1.630 1.802 -0.0220 -0.1373 -1.5248 -0.06
B -0.841 3.274 0.345 -0.2543 0.0018 0.0227 -0.53
N -0.290 2.866 -1.009 0.1780 0.5861 -0.5188 -0.02
C -0.018 3.626 -2.071 0.0345 -0.0932 -0.0844 -0.02
C 0.296 2.797 -3.129 -0.0220 -0.0131 0.1019 0.02
C 0.173 1.497 -2.631 0.0155 -0.2979 -0.0937 -0.24
N -0.168 1.569 -1.334 0.5491 0.1719 1.4460 -0.04
C 0.246 0.215 -3.403 0.1210 0.2706 -0.1989 -0.37
C 1.661 -0.017 -3.940 -0.0449 -0.0955 0.1291 -0.04
C -0.764 0.278 -4.556 0.0050 -0.0498 0.0831 -0.04
N -2.096 2.432 0.593 -0.0541 -0.0869 0.0553 -0.01
C -3.363 2.830 0.738 -0.0618 -0.1255 0.0025 -0.02
C -4.170 1.717 0.844 -0.0162 0.0068 0.0181 0.02
C -3.312 0.617 0.751 0.0294 0.0373 0.0186 -0.23
N -2.058 1.073 0.607 0.4956 -0.9488 -0.2851 -0.03
C -3.653 -0.843 0.745 -0.0490 0.0526 -0.1904 -0.37
C -3.539 -1.389 -0.686 -0.0608 0.0144 0.1050 -0.05
C -5.050 -1.097 1.301 0.0259 0.0642 0.0316 -0.06
H 3.398 -0.466 4.482 -0.0029 0.0106 -0.0070 0.09
H 3.622 1.218 3.987 0.0200 -0.0395 0.0472 0.08
H 3.476 -0.040 2.767 0.0225 -0.0305 0.0462 0.03
H 1.292 0.733 4.746 -0.0736 0.0500 -0.0161 0.15
H 1.244 -1.222 2.408 -0.0037 -0.0911 0.0702 0.02
H -0.195 -0.702 3.302 0.0044 -0.0763 0.0066 0.08
H 1.092 -1.598 4.117 -0.0194 -0.0047 0.0043 0.10
H 2.161 3.324 3.946 -0.0584 -0.0417 0.0314 0.12
H 0.837 4.796 2.059 -0.0972 -0.0360 0.0215 0.14
H -1.075 4.444 0.363 -0.0127 -0.0102 0.0331 0.13
H -0.082 4.700 -2.010 -0.0309 -0.0379 0.0101 0.14
H 0.568 3.093 -4.128 -0.0965 -0.0525 -0.0172 0.12
H -0.039 -0.600 -2.744 -0.0328 -0.0461 0.0634 0.10
H 1.923 0.754 -4.666 0.0276 -0.0263 0.0101 0.09
H 1.724 -0.988 -4.435 0.0093 0.0355 -0.0239 0.09
H 2.403 0.013 -3.137 0.0129 0.0272 -0.0476 0.07
H -0.556 1.133 -5.201 0.0040 -0.0369 -0.0206 0.08
H -1.780 0.380 -4.175 -0.0065 -0.0193 -0.0443 0.09
H -0.703 -0.627 -5.162 -0.0319 -0.0008 0.0275 0.09
H -3.609 3.880 0.756 0.0459 -0.0099 0.0020 0.14
H -5.238 1.703 0.972 0.0255 -0.0349 0.0157 0.12
H -2.927 -1.356 1.373 -0.1102 0.0158 0.0712 0.09
H -4.274 -0.906 -1.333 0.0069 -0.0072 0.0033 0.09
H -3.728 -2.464 -0.689 0.0347 0.0095 -0.0116 0.09
H -2.546 -1.214 -1.099 -0.0261 -0.0098 -0.0879 0.04
H -5.810 -0.631 0.669 -0.0058 -0.0298 0.0251 0.08
H -5.155 -0.706 2.314 -0.0184 -0.0151 -0.0100 0.09
H -5.245 -2.168 1.327 0.0095 0.0089 0.0012 0.09
F 5.149 -4.196 -2.482 -0.0197 -0.0046 -0.0022 0.20
C 4.486 -3.275 -1.831 -0.0558 -0.0213 0.0315 -0.09
C 3.121 -3.103 -2.065 0.0401 -0.0535 -0.0521 -0.13
F 2.498 -3.865 -2.947 0.0567 -0.0221 0.0166 0.17
C 2.436 -2.132 -1.382 0.1275 0.0157 0.2488 -0.23
F 1.145 -2.010 -1.608 -0.1117 -0.0267 -0.0555 0.09
C 3.080 -1.266 -0.466 -0.0442 0.0217 0.0105 -0.45
S 2.368 0.085 0.285 -1.3806 -0.5383 -0.3729 0.94
C 4.457 -1.504 -0.225 -0.1045 0.0522 -0.0416 -0.22
F 5.093 -0.769 0.667 0.0153 0.0730 -0.0456 0.13
C 5.147 -2.483 -0.893 0.1997 0.0060 -0.0035 -0.13
F 6.435 -2.671 -0.667 -0.0282 -0.0463 -0.0105 0.17
B -1.676 -4.083 1.293 -0.3766 -0.4029 0.6215 -0.38
C -1.065 -2.741 0.904 0.2411 0.1764 -0.1446 -0.18
N -0.594 -1.717 0.600 0.0175 -0.2420 0.3670 -0.06
H -1.937 -4.683 0.276 0.2207 -0.0140 -0.0353 0.04
H -0.905 -4.616 2.059 0.2317 -0.0883 -0.3379 0.03
H -2.687 -3.894 1.936 -0.0618 0.3436 -0.2162 0.03
```
Forces are in eV/Å.

As for the charge: +1. As for the lowest unoccupied orbital energy (spin up / spin down): -5.238 / -6.558 eV. The HOMO-LUMO gap (spin up / spin down) is 6.819 / 5.498 eV. Its expectation value of S² is 0.79. The spin multiplicity is 2.


This record from the Open Molecules 2025 dataset describes a gas-phase ion, C6H9N2 (charge +1). The level of theory is ωB97M-V/def2-TZVPD.

XYZ file:
```
17
Properties=species:S:1:pos:R:3:forces:R:3:lowdin_charge:R:1
C -2.876 -0.847 1.289 1.2210 -0.6215 -1.0743 0.18
C -1.753 -0.872 0.834 -2.3017 1.4112 2.2244 -0.13
C -0.376 -0.726 0.572 1.5193 2.6925 -1.9023 -0.18
C 0.657 -0.002 1.545 -1.8951 1.0505 -0.7774 0.02
N 0.871 1.166 0.552 -1.5854 -1.8123 -0.5838 0.11
C -0.028 0.510 -0.548 -1.0902 0.1933 2.3872 -0.20
N 0.815 0.378 -1.654 -0.7264 -1.0290 0.7600 0.01
C 0.569 -0.504 -2.524 -0.0140 0.9401 0.0989 0.06
H -3.880 -1.090 1.509 -0.4688 0.1723 0.2834 0.04
H -0.190 -1.689 0.222 1.7970 -1.5875 -0.8273 0.12
H 0.135 0.320 2.477 0.9224 -0.1431 -0.6653 0.15
H 1.662 -0.343 1.631 0.2590 -1.2474 0.7107 0.12
H 0.428 2.036 0.831 1.0888 0.4936 -0.0337 0.17
H 1.738 1.079 -0.006 0.2741 1.3091 1.0421 0.17
H -0.812 1.272 -0.741 -0.1223 -0.9738 0.0429 0.17
H 1.314 -0.410 -3.227 1.3007 -0.7806 -2.2892 0.07
H -0.271 -1.170 -2.690 -0.1785 -0.0673 0.6038 0.12
```
Forces are in eV/Å.

As for the energy above the lowest of the compared OMol25 structures with the same formula, charge and spin: 5.4675 eV. As for the charge: +1. As for the lowest unoccupied orbital energy: -3.547 eV. The HOMO-LUMO gap is 10.312 eV.


This record from the Open Molecules 2025 dataset describes a molecular structure, C26H35IrN11OS. The level of theory is ωB97M-V/def2-TZVPD.

XYZ file:
```
75
Properties=species:S:1:pos:R:3:forces:R:3:lowdin_charge:R:1
Ir 0.757 1.459 1.671 -0.2446 0.6656 -0.1502 1.42
C 4.626 1.334 4.425 0.4142 0.7823 -0.4977 0.02
C 3.243 1.288 3.815 1.0833 0.0528 1.0597 -0.19
N 2.871 2.035 2.856 -1.0385 0.0178 -0.9719 -0.02
N 3.602 3.027 2.298 0.1171 -0.0762 -0.0518 0.04
C 3.051 3.786 1.309 -0.2022 0.9020 0.5685 -0.68
N 3.635 4.942 1.011 0.0756 -0.7020 -0.3487 0.18
S 1.513 3.441 0.569 0.4292 -0.2345 0.1661 0.68
C 2.154 0.313 4.250 0.5069 0.1452 -0.6291 -0.13
C 2.279 -0.598 5.388 1.2788 0.9167 -0.2420 0.02
C 1.448 -1.544 5.791 -0.9207 -0.7034 0.5033 0.06
C 0.101 -1.786 5.144 0.3568 -1.6639 1.2264 -0.14
C 0.239 -1.943 3.599 -0.8664 0.3833 -0.9059 -0.20
N 1.184 0.332 3.430 0.4620 -0.5765 0.8039 0.02
H 4.801 0.563 5.174 0.0316 0.0972 -0.2144 0.09
H 4.902 2.319 4.883 -0.5973 -0.6886 -0.1845 0.13
H 5.353 1.227 3.586 -0.3370 -0.2745 0.5690 0.12
H 4.467 3.310 2.745 0.1016 0.0813 -0.0344 0.17
H 4.511 5.236 1.436 -0.1699 -0.0581 -0.0669 0.15
H 3.322 5.496 0.210 0.0121 -0.2847 0.4081 0.15
H 3.217 -0.483 5.893 0.1798 -0.0865 0.4351 0.11
H 1.708 -2.153 6.661 0.0927 0.1174 -0.3378 0.15
H -0.510 -2.580 5.658 0.6268 0.8912 -0.3892 0.18
H -0.691 -2.355 3.210 -0.0584 -0.3971 0.1557 0.18
N 1.322 -2.427 2.795 0.0623 -0.4270 -0.2041 0.11
C -0.025 -0.439 3.555 0.7600 0.4646 1.0571 -0.46
N -0.538 -0.492 4.943 -1.1405 0.6370 -0.7735 0.13
C -1.851 -0.124 5.124 1.1866 0.1991 -2.2578 -0.29
N -2.506 -0.532 6.153 1.3917 -0.6661 1.1385 0.30
N -2.427 0.672 4.176 -1.7106 -0.6515 2.5909 0.23
C -1.912 0.801 3.023 1.8257 0.1709 -1.0659 -0.30
N -0.763 0.246 2.600 -1.3095 -0.2601 -0.9582 0.01
C -2.419 1.776 2.081 -1.8121 1.0233 -1.4714 -0.22
C -3.754 2.137 1.963 0.2179 -0.3429 0.0460 0.06
C -4.143 3.131 1.026 -1.9325 -1.1638 2.4680 0.02
C -3.215 3.593 0.157 1.1976 1.0069 -0.6442 -0.01
C -1.895 3.189 0.291 0.3298 -1.7911 0.8262 -0.09
N -1.539 2.290 1.227 1.3215 0.5877 -0.5873 0.00
H 1.094 -3.349 2.450 -0.0038 -0.1658 -0.1409 0.12
H 2.235 -2.532 3.223 -0.0211 0.3137 0.4021 0.11
H -1.969 -0.941 6.915 -0.5341 -0.0562 -0.0714 0.16
H -3.458 -0.327 6.292 -1.3321 0.4752 0.1551 0.15
H -4.435 1.533 2.562 -0.2502 0.7782 0.0216 0.14
H -5.202 3.484 1.175 1.2355 -0.2801 -0.9718 0.16
H -3.391 4.329 -0.599 -0.5057 0.3194 -0.2623 0.13
H -1.076 3.438 -0.370 -0.3288 0.5332 -0.1571 0.08
C 0.966 -0.643 -0.701 -1.4919 -0.6515 -0.6708 -0.10
O 1.435 -0.394 0.609 0.6286 0.3140 1.1416 -0.28
H 1.201 -1.679 -0.958 0.1954 0.3318 -0.3041 0.11
H 1.356 0.089 -1.400 0.4680 -0.1370 0.0511 0.09
H -0.138 -0.543 -0.743 0.4037 -0.0911 0.1547 0.09
H 1.508 -1.208 1.171 -0.1515 0.3114 -0.1660 0.08
C -2.656 -3.704 -6.879 -0.3971 -1.7459 -2.3225 0.02
N -1.359 -3.231 -7.422 0.5624 -0.1271 1.5030 -0.17
C -1.417 -1.969 -8.232 -1.2230 -0.5205 -0.1614 0.04
C -0.356 -3.091 -6.248 0.6898 -0.9278 -2.1880 -0.07
C -0.521 -1.855 -5.537 -2.2906 0.2420 1.3878 -0.30
C 0.325 -0.805 -5.735 2.4669 -0.0157 -1.7595 -0.07
C 0.116 0.420 -5.192 -0.3326 2.0402 1.9699 -0.06
C -1.017 0.652 -4.365 1.5027 -0.3127 -0.7229 -0.06
C -1.886 -0.399 -4.139 0.1043 -0.6237 -0.7403 -0.09
C -1.627 -1.604 -4.734 1.0922 0.3156 -0.2913 0.13
H -3.374 -3.694 -7.717 0.1365 0.1031 0.4906 0.12
H -2.988 -3.088 -6.096 -0.3062 0.7998 0.9940 0.07
H -2.551 -4.766 -6.584 0.0299 0.6819 0.1238 0.13
H -0.934 -3.981 -7.989 -0.4944 0.4083 -0.0318 0.19
H -1.973 -1.154 -7.700 0.6905 -0.9142 -0.3705 0.14
H -1.956 -2.255 -9.151 0.3161 0.4462 0.2827 0.12
H -0.386 -1.740 -8.430 0.2489 0.5730 -0.3224 0.10
H 0.587 -3.034 -6.797 0.2110 -0.4663 0.4466 0.14
H -0.444 -3.982 -5.647 0.0382 -0.3138 0.0650 0.14
H 1.221 -0.979 -6.399 -0.9414 0.2846 0.8277 0.15
H 0.874 1.225 -5.233 -0.6008 -0.6170 -0.4581 0.13
H -1.122 1.619 -3.897 -0.3041 0.0511 -0.0460 0.10
H -2.796 -0.329 -3.633 -1.2329 0.5503 1.1061 0.09
```
Forces are in eV/Å.

As for the energy above the lowest of the compared OMol25 structures with the same formula, charge and spin: 0.5405 eV. As for the charge: +4. As for the lowest unoccupied orbital energy (spin up / spin down): -11.486 / -12.449 eV. The HOMO-LUMO gap (spin up / spin down) is 6.384 / 5.322 eV. Its expectation value of S² is 8.78. The spin multiplicity is 6.


This record from the Open Molecules 2025 dataset describes a molecular structure, F2H14NNa4O11S2. The level of theory is ωB97M-V/def2-TZVPD.

XYZ file:
```
34
Properties=species:S:1:pos:R:3:forces:R:3:lowdin_charge:R:1
Na 2.055 2.680 3.121 -0.1156 -0.2246 0.4722 0.71
Na -0.811 -2.651 -4.159 -0.5762 0.1048 0.4056 0.81
Na 3.905 -1.871 -1.468 -0.0164 -1.0799 0.2697 0.85
Na 3.842 1.174 -1.823 -0.2293 0.9766 -0.1398 0.83
N 2.229 -0.319 -0.764 -2.6950 -0.2997 -0.5354 -0.37
S 1.650 -0.265 0.720 2.4525 0.0485 5.9887 0.52
O 0.860 -1.382 1.126 0.1531 0.7470 -1.0239 -0.19
O 1.377 1.042 1.265 -0.2777 -0.4792 -1.2282 -0.26
F 3.093 -0.512 1.404 -0.2718 -0.2986 -0.6003 -0.18
S 0.712 -0.346 -1.509 -0.6328 1.2164 -4.1616 0.59
O -0.414 0.283 -0.905 1.1502 -0.5172 0.7730 -0.21
O 0.487 -1.493 -2.324 0.9151 -0.2069 0.5715 -0.24
F 1.201 0.766 -2.561 0.0201 -0.1513 -0.1878 -0.18
O -1.439 -3.967 0.100 0.2738 0.2042 -0.3988 -0.05
H -1.080 -3.747 0.965 -0.1392 -0.1056 0.0491 0.03
H -2.084 -3.270 -0.085 0.0224 -0.2278 0.3675 -0.01
O -2.818 -1.473 0.096 -0.1396 0.3647 -0.0601 -0.03
H -3.632 -1.113 0.477 -0.0116 -0.2253 -0.0433 0.10
H -2.147 -0.802 0.258 0.0178 0.0026 0.0815 0.04
O 0.124 1.421 3.873 0.1862 0.0006 -0.2544 -0.04
H -0.266 1.041 3.078 -0.0819 -0.0139 0.0973 0.04
H -0.482 1.181 4.586 0.1413 0.1840 0.0853 0.09
O -1.333 2.795 -3.076 0.1537 -0.3344 0.2721 -0.04
H -1.248 2.815 -2.113 -0.2969 0.2481 -0.0597 0.00
H -0.455 2.571 -3.394 0.0291 0.1425 -0.1973 0.01
O -2.451 -1.560 -2.696 0.0546 -0.2219 -0.0922 -0.07
H -2.624 -1.663 -1.734 0.0216 0.0675 -0.3628 0.02
H -3.304 -1.296 -3.065 0.0675 0.0033 0.0050 0.08
O 4.031 1.453 3.843 -0.4484 -0.1257 -0.4412 -0.04
H 4.948 1.325 3.572 0.0379 0.1547 0.2009 0.07
H 3.724 0.571 4.095 0.1358 0.0828 0.2044 0.07
O -2.575 2.573 -0.172 0.2734 -0.2473 -0.0853 -0.03
H -3.205 2.100 -0.731 -0.0369 0.1892 0.0108 0.06
H -1.870 1.939 -0.001 -0.1367 0.0218 0.0174 -0.01
```
Forces are in eV/Å.

As for the charge: +3. As for the lowest unoccupied orbital energy: -11.053 eV. The HOMO-LUMO gap is 6.764 eV.


Taking the records one at a time from the top gives calculated total energy values of -65466.5772; -9336.7858; -59599.9433; -68989.1461 eV.